No. 1
Below is an isolated molecule of C4H7N3, with properties calculated with ωB97M-V/def2-TZVPD.

As for the HOMO energy: -6.79 eV. The HOMO-LUMO gap comes out at 6.719 eV. The energy above the lowest of the compared OMol25 structures with the same formula, charge and spin is 54.7 kcal/mol.

CARTESIAN COORDINATES (ANGSTROEM)
N  -0.350  2.575  -0.837
C  -0.302  1.344  -0.448
C  -0.684  0.480  0.579
C  0.213  -0.712  0.551
N  -0.178  -2.040  0.991
C  0.774  -0.682  -0.821
N  0.496  0.457  -1.345
H  -0.757  3.132  -0.088
H  1.193  -0.485  1.040
H  -1.171  0.826  1.481
H  -0.971  -2.331  0.426
H  -0.537  -1.955  1.939
H  1.415  -1.443  -1.255
H  0.858  0.834  -2.214

=====

No. 2
Below is a cluster of 2 separate species, C6H17BN2O6P in total in a non-equilibrium geometry, with properties calculated with ωB97M-V/def2-TZVPD.

Its net charge is +1. As for the HOMO energy: -12.12 eV. The HOMO-LUMO gap comes out at 7.421 eV.

CARTESIAN COORDINATES (ANGSTROEM)
C  -1.563  -1.421  -1.687
C  -0.236  -1.955  -1.220
C  -0.002  -2.935  0.072
N  0.322  -2.229  1.369
B  0.373  -0.715  1.286
O  -0.822  0.043  1.796
O  1.493  0.057  0.712
P  1.804  -2.870  2.193
O  1.317  -4.212  2.942
O  2.389  -1.814  3.467
O  3.073  -3.331  1.093
H  -1.870  -1.266  -2.808
H  -2.311  -1.078  -0.823
H  0.714  -1.673  -1.883
H  0.823  -3.730  -0.253
H  -0.993  -3.570  0.230
H  -0.472  -2.461  2.039
H  -0.570  1.002  1.981
H  1.833  -0.368  -0.144
H  2.766  -0.961  3.097
H  3.082  -2.595  0.389
C  -0.332  1.790  -1.364
O  -0.575  1.060  -2.316
N  -0.865  3.044  -1.161
C  -0.525  3.847  -0.005
C  -1.795  3.578  -2.134
H  0.363  1.481  -0.565
H  -1.438  4.060  0.559
H  -0.077  4.785  -0.345
H  0.183  3.324  0.643
H  -2.656  2.907  -2.210
H  -1.301  3.628  -3.109
H  -2.132  4.576  -1.840

=====

No. 3
Below is an isolated molecule of C4H4OS in a non-equilibrium geometry, with properties calculated with ωB97M-V/def2-TZVPD.

As for the HOMO energy: -8.59 eV. As for the SMILES: S=C1CC=CO1. The HOMO-LUMO gap comes out at 8.595 eV. The energy above the lowest of the compared OMol25 structures with the same formula, charge and spin is 56.6 kcal/mol.

CARTESIAN COORDINATES (ANGSTROEM)
S  1.984  -0.041  -0.033
C  0.330  -0.039  -0.082
C  -0.537  1.169  0.100
C  -1.764  0.655  -0.082
C  -1.788  -0.711  -0.086
O  -0.483  -1.127  0.098
H  -0.149  1.448  1.087
H  -0.194  2.244  -0.387
H  -2.643  1.167  -0.250
H  -2.337  -1.633  0.192

=====

No. 4
Below is an isolated molecule of C25H23N5O5S in a non-equilibrium geometry, with properties calculated with ωB97M-V/def2-TZVPD.

As for the HOMO energy: -7.96 eV. As for the SMILES: CC(C)Oc1ccc(C(=O)N/N=C/c2ccc(-c3ccc(S(=O)(=O)Nc4ncccn4)cc3)o2)cc1. The HOMO-LUMO gap comes out at 7.743 eV. The energy above the lowest of the compared OMol25 structures with the same formula, charge and spin is 59.8 kcal/mol.

CARTESIAN COORDINATES (ANGSTROEM)
C  1.618  3.371  2.166
C  1.611  3.552  0.650
C  3.037  3.682  0.122
O  1.027  2.416  0.005
C  -0.321  2.297  -0.092
C  -0.781  1.168  -0.779
C  -2.129  0.934  -0.940
C  -3.069  1.832  -0.432
C  -4.533  1.676  -0.604
O  -5.294  2.595  -0.820
N  -5.040  0.394  -0.494
N  -4.281  -0.609  -0.088
C  -4.673  -1.812  0.071
C  -3.642  -2.716  0.504
C  -3.518  -4.081  0.658
C  -2.175  -4.316  1.017
C  -1.565  -3.083  1.074
C  -0.224  -2.576  1.299
C  0.931  -3.330  1.087
C  2.169  -2.708  1.077
C  2.240  -1.348  1.310
S  3.683  -0.391  0.908
O  4.847  -1.190  0.716
O  3.779  0.758  1.761
N  3.155  0.250  -0.573
C  2.745  -0.542  -1.595
N  2.994  -1.846  -1.501
C  2.628  -2.597  -2.523
C  1.998  -2.077  -3.645
C  1.755  -0.711  -3.621
N  2.116  0.056  -2.610
C  1.116  -0.603  1.612
C  -0.116  -1.215  1.613
O  -2.463  -2.129  0.769
C  -2.609  2.971  0.223
C  -1.259  3.198  0.412
H  1.982  4.277  2.643
H  2.283  2.549  2.426
H  0.619  3.155  2.541
H  1.042  4.449  0.368
H  3.460  4.628  0.449
H  3.653  2.874  0.510
H  3.041  3.654  -0.966
H  -0.049  0.492  -1.192
H  -2.451  0.060  -1.481
H  -6.047  0.286  -0.650
H  -5.684  -2.182  -0.109
H  -4.285  -4.816  0.523
H  -1.726  -5.267  1.219
H  0.850  -4.384  0.869
H  3.075  -3.245  0.852
H  2.754  1.180  -0.560
H  2.845  -3.653  -2.425
H  1.707  -2.696  -4.476
H  1.247  -0.204  -4.431
H  1.225  0.451  1.806
H  -1.010  -0.643  1.802
H  -3.330  3.681  0.599
H  -0.955  4.084  0.945

=====

No. 5
Below is a structure of composition C15H26CeCoI2N2O3S3 in a non-equilibrium geometry, with properties calculated with ωB97M-V/def2-TZVPD.

Its net charge is +4. As for the HOMO energy (spin up / spin down): -20.48 / -20.89 eV. The HOMO-LUMO gap (spin up / spin down) comes out at 5.917 / 4.701 eV. The energy above the lowest of the compared OMol25 structures with the same formula, charge and spin is 0.0 kcal/mol. Its expectation value of S² is 8.80. Its spin multiplicity is 6.

CARTESIAN COORDINATES (ANGSTROEM)
I  -1.836  3.261  -1.440
I  0.259  3.980  -2.822
Co  1.108  0.258  -1.973
Ce  1.174  -0.720  0.159
S  -1.405  0.425  -1.541
S  0.694  2.007  0.302
C  -0.381  -3.140  -0.037
C  -1.948  -0.297  -3.182
C  2.088  2.996  1.108
C  -1.409  0.415  -4.459
C  -1.613  -1.804  -3.189
C  -3.475  -0.128  -3.184
C  2.207  4.247  0.188
C  3.461  2.171  1.084
C  1.689  3.410  2.518
C  1.764  -0.593  -3.333
C  2.904  0.503  -2.173
O  -1.189  -3.999  -0.317
O  2.045  -1.170  -4.321
O  4.070  0.673  -2.418
H  -0.320  0.310  -4.566
H  -1.623  1.476  -4.428
H  -1.882  -0.048  -5.363
H  -0.569  -1.972  -3.398
H  -2.212  -2.350  -3.927
H  -1.843  -2.206  -2.171
H  -3.895  -0.440  -2.227
H  -3.957  -0.691  -4.026
H  -3.724  0.974  -3.288
H  3.011  4.932  0.566
H  1.215  4.743  0.180
H  2.412  3.916  -0.867
H  4.243  2.869  1.496
H  3.688  1.911  0.024
H  3.336  1.280  1.739
H  2.477  3.963  2.991
H  1.403  2.533  3.146
H  0.776  4.050  2.446
S  2.159  -1.054  2.829
C  0.623  -1.666  3.476
N  0.019  -1.075  4.561
C  -1.338  -1.487  5.028
C  -1.405  -2.964  4.910
C  -1.103  -3.471  3.493
N  0.039  -2.759  2.945
H  0.408  -0.148  4.801
H  -2.058  -0.979  4.427
H  -1.420  -1.151  6.044
H  -2.408  -3.330  5.209
H  -0.672  -3.451  5.590
H  -1.972  -3.302  2.800
H  -0.887  -4.554  3.486
H  0.526  -3.142  2.128

=====

No. 6
Below is an isolated molecule of C9H16N4O4 in a non-equilibrium geometry, with properties calculated with ωB97M-V/def2-TZVPD.

As for the HOMO energy: -8.93 eV. As for the SMILES: CNCC(=O)NC(=O)[C@H](CC(N)=O)NC(C)=O. The HOMO-LUMO gap comes out at 9.435 eV. The energy above the lowest of the compared OMol25 structures with the same formula, charge and spin is 55.8 kcal/mol.

CARTESIAN COORDINATES (ANGSTROEM)
C  -0.771  -4.435  -1.560
N  -0.423  -3.382  -0.525
C  -1.244  -3.284  0.744
C  -1.362  -1.821  1.311
O  -2.076  -1.735  2.345
N  -0.714  -0.770  0.702
C  -0.688  0.555  1.041
O  -1.686  1.032  1.502
C  0.557  1.408  0.920
C  0.415  2.795  1.460
C  -0.375  3.689  0.559
N  -1.524  4.210  1.093
O  0.222  4.384  -0.331
N  1.111  1.390  -0.381
C  1.937  0.570  -1.078
C  2.447  1.012  -2.412
O  2.375  -0.395  -0.423
H  -0.502  -4.043  -2.491
H  -0.122  -5.277  -1.330
H  -1.837  -4.778  -1.561
H  0.595  -3.249  -0.321
H  -0.953  -4.036  1.576
H  -2.303  -3.533  0.326
H  0.127  -1.050  0.214
H  1.179  0.819  1.609
H  1.374  3.260  1.575
H  -0.063  2.767  2.413
H  -2.029  3.542  1.759
H  -2.087  4.695  0.429
H  0.818  2.225  -0.876
H  1.729  1.786  -2.757
H  3.510  1.419  -2.350
H  2.363  0.228  -3.181